70
Properties=species:S:1:pos:R:3 method="wB97M-V/def2-TZVPD" energy_ev=-49715.836 e_homo_ev=-4.41 total_charge=-1
C 1.485 3.025 -1.748
C 1.573 3.055 -3.360
C 0.596 2.004 -4.079
C 1.006 0.468 -3.876
C 0.676 -0.340 -5.239
C -0.849 -0.193 -5.724
C -1.622 -1.584 -5.926
C -1.502 -2.613 -4.698
C -2.868 -2.827 -3.868
C -2.635 -2.944 -2.258
Nb -2.642 -0.826 -1.338
C -2.997 -1.627 0.770
C -2.278 -0.777 1.940
C -2.601 -1.486 3.342
C -1.373 -2.237 4.047
O -0.147 -2.301 3.270
C 0.705 -1.235 3.713
C 2.278 -1.405 3.930
O 0.241 -0.078 3.912
P -2.896 1.633 -0.632
S -1.350 2.269 0.384
H 0.746 3.796 -1.355
H 1.055 1.998 -1.459
H 2.521 3.080 -1.276
H 2.658 2.992 -3.706
H 1.195 4.102 -3.674
H -0.507 2.119 -3.768
H 0.622 2.262 -5.205
H 2.115 0.365 -3.608
H 0.399 -0.024 -3.044
H 1.396 0.080 -6.033
H 0.926 -1.446 -5.129
H -0.817 0.344 -6.744
H -1.497 0.458 -5.047
H -1.174 -2.068 -6.876
H -2.734 -1.387 -6.156
H -0.694 -2.325 -3.948
H -1.237 -3.636 -5.151
H -3.352 -3.785 -4.301
H -3.613 -1.982 -4.091
H -3.512 -3.512 -1.773
H -1.650 -3.494 -2.080
H -4.437 -0.795 -1.739
H -2.237 -0.203 -3.025
H -0.841 -0.857 -1.032
H -2.655 -2.713 0.856
H -4.133 -1.548 0.984
H -1.185 -0.541 1.751
H -2.820 0.242 1.961
H -3.033 -0.748 4.116
H -3.423 -2.272 3.145
H -1.203 -1.783 5.094
H -1.720 -3.318 4.257
H 2.599 -2.406 3.489
H 2.617 -1.270 5.008
H 2.783 -0.556 3.335
H -2.940 2.420 -1.853
H -4.163 1.836 0.023
C 5.327 3.316 6.442
C 5.197 1.843 6.722
O 6.112 1.190 7.209
N 4.017 1.238 6.418
C 2.827 1.831 5.842
H 6.321 3.653 6.737
H 5.200 3.507 5.374
H 4.587 3.875 7.018
H 4.005 0.251 6.634
H 1.999 1.678 6.538
H 2.606 1.314 4.906
H 2.947 2.894 5.649